196
Properties=species:S:1:pos:R:3 method="wB97M-V/def2-TZVPD" spin_multiplicity=1 energy_ev=-89346.6924 e_homo_ev=-8.9
C -4.193 1.688 1.329
C -4.582 0.230 1.585
C -6.058 -0.025 1.147
O -3.745 -0.609 0.830
H -3.133 1.849 1.596
H -4.826 2.427 1.761
H -4.165 1.811 0.243
H -4.546 -0.022 2.677
H -6.137 -1.092 0.923
H -6.186 0.428 0.151
H -6.745 0.325 1.921
H -2.780 -0.393 1.024
C 0.692 -4.073 5.223
C 1.397 -3.154 4.164
C 2.799 -3.612 3.960
O 0.673 -3.232 2.887
H 0.723 -5.145 4.950
H -0.366 -3.760 5.171
H 1.147 -3.999 6.228
H 1.313 -2.145 4.504
H 3.335 -2.934 3.309
H 2.723 -4.625 3.679
H 3.290 -3.451 4.899
H 0.545 -4.196 2.692
C 4.881 1.900 -4.422
C 3.504 2.411 -4.853
C 3.043 1.766 -6.180
O 2.596 2.057 -3.762
H 4.779 0.786 -4.274
H 5.206 2.352 -3.481
H 5.560 2.138 -5.215
H 3.575 3.506 -4.837
H 3.298 2.477 -7.044
H 1.925 1.606 -6.156
H 3.552 0.833 -6.388
H 1.694 2.398 -3.946
C 2.766 5.716 1.453
C 3.875 6.687 1.793
C 4.428 7.307 0.460
O 3.315 7.708 2.624
H 1.890 6.121 0.923
H 2.275 5.377 2.352
H 3.233 4.869 0.906
H 4.703 6.218 2.415
H 4.951 8.214 0.780
H 3.537 7.604 -0.098
H 5.078 6.628 -0.041
H 4.030 8.262 2.978
C 2.637 1.864 3.642
C 2.675 0.437 3.113
C 3.332 0.256 1.827
O 3.305 -0.456 4.072
H 2.291 2.471 2.810
H 3.618 2.221 3.764
H 2.062 1.973 4.548
H 1.671 0.138 3.007
H 3.403 -0.763 1.464
H 4.287 0.789 1.773
H 2.824 0.822 1.035
H 4.112 -0.047 4.431
C -1.494 4.392 -4.505
C -1.266 3.498 -3.286
C -2.539 3.106 -2.645
O -3.137 2.176 -3.500
C -4.121 1.387 -2.953
N -0.347 2.435 -3.484
H -2.397 5.107 -4.450
H -1.662 3.793 -5.388
H -0.548 4.931 -4.659
H -0.723 4.208 -2.603
H -3.233 3.949 -2.509
H -2.240 2.578 -1.708
H -4.634 0.848 -3.759
H -4.950 1.926 -2.469
H -3.748 0.757 -2.095
H -0.486 1.777 -4.282
H 0.181 2.195 -2.709
C -4.218 -4.675 3.598
C -3.168 -4.057 2.684
C -3.553 -4.094 1.164
O -2.412 -3.739 0.398
C -2.755 -3.271 -0.831
N -2.801 -2.782 3.285
H -3.785 -4.970 4.569
H -4.702 -5.568 3.263
H -5.070 -3.989 3.855
H -2.239 -4.671 2.759
H -4.383 -3.431 0.995
H -3.793 -5.109 0.986
H -3.433 -2.426 -0.669
H -3.370 -3.975 -1.462
H -1.854 -3.062 -1.390
H -1.960 -2.394 3.017
H -3.479 -2.027 3.146
C -4.539 1.211 5.807
C -3.499 0.027 5.794
C -2.618 0.182 7.033
O -1.687 -0.801 7.305
C -0.874 -1.219 6.225
N -4.212 -1.283 5.896
H -4.086 2.166 6.186
H -5.379 0.867 6.368
H -4.789 1.515 4.781
H -2.862 0.008 4.889
H -3.277 0.172 7.906
H -2.101 1.163 6.942
H -0.571 -0.362 5.546
H -1.406 -1.922 5.624
H 0.083 -1.651 6.556
H -3.781 -1.978 5.316
H -4.118 -1.708 6.814
C 1.095 -4.041 -0.368
C 0.875 -5.494 0.048
C 2.180 -6.218 0.445
O 2.773 -6.589 -0.794
C 4.101 -7.003 -0.697
N -0.040 -5.519 1.248
H 1.546 -3.338 0.316
H 0.103 -3.681 -0.615
H 1.714 -4.013 -1.283
H 0.469 -5.989 -0.875
H 1.914 -7.139 1.004
H 2.839 -5.503 1.007
H 4.214 -7.427 0.267
H 4.896 -6.232 -0.815
H 4.260 -7.823 -1.439
H -0.688 -4.714 1.082
H -0.408 -6.456 1.468
C 0.988 -1.826 -6.904
C 0.414 -1.680 -5.529
C -0.781 -0.816 -5.601
O -0.451 0.441 -6.010
C -1.397 1.154 -6.714
N 0.154 -3.044 -4.911
H 2.036 -2.246 -6.917
H 1.038 -0.895 -7.470
H 0.439 -2.567 -7.470
H 1.100 -1.075 -4.931
H -1.324 -0.843 -4.656
H -1.421 -1.303 -6.373
H -1.697 0.612 -7.654
H -1.023 2.174 -6.884
H -2.316 1.171 -6.156
H 0.982 -3.560 -5.010
H 0.036 -2.859 -3.908
C 4.646 -1.099 -2.173
C 3.488 -1.492 -3.165
C 3.662 -2.846 -3.749
O 4.790 -2.872 -4.623
C 5.103 -4.099 -5.172
N 2.225 -1.379 -2.475
H 4.473 0.018 -1.879
H 5.627 -1.198 -2.619
H 4.627 -1.711 -1.248
H 3.449 -0.730 -4.014
H 2.725 -3.061 -4.255
H 3.787 -3.616 -3.003
H 5.436 -4.829 -4.392
H 5.934 -3.979 -5.795
H 4.252 -4.527 -5.622
H 1.934 -0.411 -2.502
H 2.246 -1.567 -1.439
C -0.630 3.980 2.529
C -1.586 4.503 1.480
C -2.874 4.974 2.138
O -3.610 5.644 1.120
C -4.979 5.731 1.470
N -0.929 5.543 0.580
H 0.132 3.323 2.093
H -1.120 3.376 3.358
H -0.048 4.805 2.846
H -1.891 3.721 0.752
H -2.655 5.627 3.007
H -3.361 4.144 2.574
H -5.395 4.711 1.355
H -5.417 6.412 0.720
H -5.033 6.095 2.451
H -0.903 6.462 1.041
H -1.660 5.638 -0.111
C -0.723 -0.614 -1.356
C -0.018 -0.311 -0.015
C 0.126 1.205 0.162
O 1.097 1.614 -0.777
C 1.770 2.842 -0.441
N -0.833 -0.861 1.138
H -1.832 -0.480 -1.283
H -0.409 -1.670 -1.645
H -0.431 0.042 -2.175
H 1.000 -0.667 -0.079
H 0.564 1.430 1.110
H -0.778 1.766 -0.085
H 2.587 2.993 -1.169
H 2.162 2.820 0.577
H 1.020 3.643 -0.541
H -0.228 -1.095 1.837
H -1.194 -1.752 0.884

91
Properties=species:S:1:pos:R:3 method="wB97M-V/def2-TZVPD" spin_multiplicity=1 energy_ev=-72581.2896 e_homo_ev="-0.8 / -1.0" charge=-2
Sr 0.178 0.178 0.362
C -2.665 3.080 -3.489
C -1.583 2.523 -4.165
C -1.044 1.333 -3.731
C -1.579 0.660 -2.625
C -0.891 -0.520 -2.100
N 0.174 -0.962 -2.673
C 1.146 -1.675 -2.050
C 2.089 -2.590 -2.655
C 2.141 -3.272 -3.867
C 3.180 -4.162 -4.082
C 4.165 -4.372 -3.106
C 4.131 -3.687 -1.903
C 3.092 -2.792 -1.674
C 2.701 -1.994 -0.529
N 3.459 -1.786 0.551
C 2.961 -1.224 1.642
N 1.629 -1.087 1.911
C 1.468 -0.740 3.186
N 0.320 -0.901 3.884
C -0.805 -1.193 3.279
N -1.160 -1.014 1.985
C -2.442 -1.438 1.821
N -3.212 -1.353 0.792
C -2.783 -0.854 -0.458
N -1.497 -1.279 -1.043
C -2.679 1.208 -1.958
C -3.204 2.420 -2.402
C -2.925 -2.062 3.082
C -4.049 -2.800 3.387
C -4.146 -3.342 4.666
C -3.133 -3.141 5.600
C -1.995 -2.407 5.281
C -1.903 -1.872 4.010
C 2.768 -0.472 3.796
C 3.162 0.030 5.027
C 4.518 0.184 5.271
C 5.468 -0.173 4.307
C 5.081 -0.677 3.075
C 3.724 -0.815 2.814
N 1.500 -1.412 -0.790
H -3.076 4.032 -3.801
H -1.145 3.043 -5.007
H -0.169 0.911 -4.205
H 1.382 -3.110 -4.624
H 3.237 -4.709 -5.017
H 4.953 -5.091 -3.301
H 4.885 -3.840 -1.140
H -4.046 2.851 -1.873
H -4.823 -2.961 2.646
H -5.008 -3.940 4.938
H -3.228 -3.581 6.587
H -1.193 -2.267 5.995
H 2.423 0.308 5.769
H 4.853 0.597 6.217
H 6.521 -0.039 4.528
H 5.813 -0.944 2.322
C -4.261 1.945 1.297
C -3.103 1.385 0.515
N -1.888 1.488 0.897
N -1.655 2.116 2.106
C -0.383 2.106 2.466
O 0.612 1.682 1.820
C -0.120 2.648 3.845
C 1.169 3.068 4.158
C 1.476 3.499 5.439
C 0.499 3.501 6.426
C -0.788 3.080 6.119
C -1.098 2.659 4.834
C -3.353 0.546 -0.753
C -4.825 0.382 -1.085
C -5.302 -0.358 -2.093
C -4.533 -1.177 -3.013
C -3.330 -1.714 -2.750
N -2.792 -1.831 -1.487
H -3.853 2.428 2.180
H -4.939 1.145 1.602
H -4.814 2.682 0.707
H 1.924 3.023 3.384
H 2.485 3.819 5.676
H 0.741 3.817 7.435
H -1.550 3.067 6.890
H -2.093 2.317 4.582
H -5.531 0.957 -0.502
H -6.370 -0.309 -2.284
H -4.976 -1.374 -3.982
H -2.779 -2.254 -3.514
O 2.049 2.687 -2.686
C 1.234 2.547 -1.771
O 0.878 1.496 -1.163
H 0.707 3.481 -1.423